{"formula": "C53H124N8O9", "method": "ωB97M-V with the def2-TZVPD basis set", "elements": ["C", "O", "H", "H", "H", "H", "C", "C", "C", "O", "C", "N", "H", "H", "H", "H", "H", "H", "H", "H", "H", "H", "H", "C", "C", "C", "O", "C", "N", "H", "H", "H", "H", "H", "H", "H", "H", "H", "H", "H", "C", "C", "C", "O", "C", "N", "H", "H", "H", "H", "H", "H", "H", "H", "H", "H", "H", "C", "C", "C", "O", "C", "N", "H", "H", "H", "H", "H", "H", "H", "H", "H", "H", "H", "C", "C", "C", "C", "C", "C", "N", "O", "C", "C", "C", "H", "H", "H", "H", "H", "H", "H", "H", "H", "H", "H", "H", "H", "H", "H", "H", "H", "H", "H", "C", "C", "C", "C", "C", "C", "N", "O", "C", "C", "C", "H", "H", "H", "H", "H", "H", "H", "H", "H", "H", "H", "H", "H", "H", "H", "H", "H", "H", "H", "C", "C", "C", "C", "C", "C", "N", "O", "C", "C", "C", "H", "H", "H", "H", "H", "H", "H", "H", "H", "H", "H", "H", "H", "H", "H", "H", "H", "H", "H", "C", "C", "C", "C", "C", "C", "N", "O", "C", "C", "C", "H", "H", "H", "H", "H", "H", "H", "H", "H", "H", "H", "H", "H", "H", "H", "H", "H", "H", "H"], "positions_angstrom": [[3.34719, -5.71095, -3.23061], [3.79997, -5.25696, -1.93090], [2.74528, -4.93290, -3.70014], [4.12671, -5.98577, -3.94119], [2.64107, -6.49754, -2.96460], [4.50344, -5.79246, -1.55678], [-2.77488, -6.53592, -2.15341], [-4.07495, -6.99475, -1.66298], [-5.15345, -5.94399, -1.42650], [-6.22100, -6.61760, -0.83700], [-7.20557, -5.71520, -0.31032], [-4.50640, -7.85435, -2.81438], [-1.98625, -7.28661, -2.10212], [-2.42819, -5.74313, -1.49055], [-2.70185, -6.22671, -3.19608], [-3.86352, -7.57383, -0.76405], [-5.45560, -5.52842, -2.38781], [-4.77632, -5.05908, -0.91385], [-7.90479, -6.39245, 0.18012], [-7.87683, -5.20926, -1.00424], [-6.88659, -4.90297, 0.34285], [-5.10447, -8.65051, -2.64544], [-4.87590, -7.25815, -3.54110], [7.06479, 2.11393, 7.92564], [5.56874, 2.16797, 7.52836], [5.15861, 3.39819, 6.63353], [3.84136, 3.85282, 6.84058], [2.75610, 3.13229, 6.31224], [5.37397, 0.85878, 6.87828], [7.25168, 1.15595, 8.41086], [7.32033, 3.00924, 8.49240], [7.81567, 2.27841, 7.15284], [5.13720, 2.29018, 8.52181], [5.35716, 3.34781, 5.56295], [5.75276, 4.26523, 6.92219], [2.89258, 2.90165, 5.25570], [1.90859, 3.81618, 6.26605], [2.45664, 2.21666, 6.82218], [4.50096, 0.35157, 6.85182], [5.72373, 0.69425, 5.94517], [-2.49795, -7.48760, 3.32277], [-1.54042, -8.64715, 2.98567], [-0.38891, -8.84331, 3.95457], [0.68436, -9.63406, 3.56248], [1.59287, -9.01753, 2.55761], [-2.26656, -9.88840, 2.89868], [-1.89132, -6.61614, 3.07650], [-2.77554, -7.38239, 4.37157], [-3.40607, -7.41570, 2.72421], [-0.99040, -8.51659, 2.05372], [-0.75068, -9.14031, 4.93896], [-0.09954, -7.82637, 4.21951], [2.15913, -8.18040, 2.96585], [1.32484, -8.53523, 1.61758], [2.30989, -9.74494, 2.17702], [-2.47459, -9.99596, 3.88115], [-1.52869, -10.56920, 2.78840], [-1.64720, -1.12358, 1.40979], [-0.76699, -0.55925, 0.25795], [0.66707, -1.26073, 0.20586], [1.53122, -0.78312, 1.12167], [2.85917, -1.25654, 1.20452], [-1.56110, -0.74213, -0.92613], [-0.98708, -1.40632, 2.22980], [-2.12933, -1.99756, 0.97185], [-2.41213, -0.41049, 1.71716], [-0.56698, 0.48917, 0.47913], [1.06595, -1.22908, -0.80804], [0.51730, -2.30180, 0.49193], [3.51268, -1.02221, 0.36422], [2.97421, -2.33440, 1.31897], [3.42796, -0.73666, 1.97543], [-2.36555, -0.15685, -0.75173], [-1.05691, -0.25517, -1.65329], [8.10298, 2.16534, -7.00807], [7.12007, 1.17229, -6.46967], [7.47323, 1.03853, -4.89463], [6.29449, 0.51885, -4.03007], [4.95936, 1.36971, -4.33277], [4.53766, 1.34301, -5.80510], [5.74484, 1.80401, -6.59876], [5.37064, 1.99249, -7.86002], [4.07416, -0.06533, -6.15719], [3.34458, 2.39158, -5.93403], [7.24217, -0.19568, -7.23819], [8.02931, 2.31379, -8.08540], [9.13612, 1.88780, -6.79901], [7.81783, 3.12333, -6.57328], [8.24751, 0.27733, -4.79895], [7.87980, 1.99438, -4.56426], [6.60258, 0.67649, -2.99647], [6.17882, -0.54832, -4.21948], [5.22477, 2.41380, -4.16685], [4.10773, 1.00009, -3.76163], [4.21218, -0.88784, -5.45539], [3.01035, -0.03602, -5.92149], [4.19008, -0.47783, -7.15944], [3.37901, 3.26131, -5.27791], [3.17910, 2.70497, -6.96481], [2.44996, 1.87919, -5.58017], [6.49362, -0.95754, -7.02060], [8.21211, -0.67888, -7.35583], [6.86156, -0.02191, -8.24469], [5.38639, 2.95118, -7.90759], [-2.67776, -0.78729, -7.45290], [-3.55541, 0.36926, -8.02138], [-3.54920, 1.47004, -6.93062], [-3.78837, 2.93416, -7.38630], [-2.98542, 3.21969, -8.65549], [-3.08617, 2.23281, -9.85266], [-2.80987, 0.89005, -9.20026], [-2.75613, -0.19459, -10.10458], [-4.47347, 2.48398, -10.45128], [-1.95527, 2.57952, -10.83289], [-4.95426, -0.17089, -8.20210], [-3.26889, -1.31791, -6.70651], [-1.81112, -0.57937, -6.82535], [-2.30978, -1.48087, -8.20896], [-4.33318, 1.30519, -6.19151], [-2.53013, 1.43933, -6.54508], [-3.59733, 3.73621, -6.67334], [-4.85167, 3.03944, -7.60173], [-1.94452, 3.14523, -8.34069], [-3.08125, 4.24093, -9.02425], [-5.04507, 1.60682, -10.75457], [-5.08411, 3.15330, -9.84529], [-4.39440, 2.96072, -11.42829], [-2.17533, 1.98069, -11.71667], [-2.00578, 3.64687, -11.04817], [-0.96514, 2.39312, -10.41697], [-5.55232, -0.33301, -7.30536], [-4.88881, -1.06179, -8.82670], [-5.49794, 0.42165, -8.93790], [-2.19021, -0.78371, -9.60033], [-1.98617, 11.58785, 1.29318], [-2.96661, 10.61509, 0.66441], [-3.09214, 10.94671, -0.81878], [-3.73996, 9.87781, -1.77934], [-2.85288, 8.64942, -1.55716], [-2.93437, 8.08742, -0.15181], [-2.52664, 9.22348, 0.81410], [-2.26068, 8.72800, 2.11893], [-4.29957, 7.58026, 0.21913], [-1.80322, 6.99025, -0.14968], [-4.24571, 10.88481, 1.42114], [-2.08970, 12.65194, 1.50555], [-1.09369, 11.50689, 0.67268], [-1.76899, 11.32924, 2.32954], [-3.74788, 11.78299, -1.06110], [-2.17208, 11.31016, -1.27648], [-3.75773, 9.97287, -2.86504], [-4.74373, 9.73060, -1.38074], [-1.82611, 9.00261, -1.65246], [-2.87611, 7.81682, -2.26025], [-5.07744, 8.30662, -0.01628], [-4.56761, 6.60414, -0.18513], [-4.34302, 7.40678, 1.29436], [-1.60678, 6.29012, -0.96167], [-0.85376, 7.52056, -0.07613], [-1.78901, 6.43570, 0.78860], [-4.13282, 11.01194, 2.49780], [-4.85475, 9.98406, 1.34478], [-4.90334, 11.64385, 0.99748], [-1.30451, 8.67831, 2.18865], [0.81634, -5.71122, 9.99529], [0.87770, -4.19911, 9.69972], [0.47833, -3.79884, 8.25574], [0.08977, -2.24027, 8.11846], [-0.95285, -1.89313, 9.05246], [-0.68355, -2.22650, 10.57820], [-0.05345, -3.59838, 10.69556], [0.16613, -3.98028, 12.04717], [0.17414, -1.08379, 11.18888], [-2.05586, -2.30784, 11.27169], [2.30524, -3.57289, 9.87632], [1.18722, -6.33433, 9.18149], [-0.14880, -6.12395, 10.28899], [1.46034, -5.99746, 10.82681], [1.25841, -4.00265, 7.52223], [-0.38723, -4.41588, 8.01456], [-0.28728, -2.09600, 7.10598], [0.95062, -1.58552, 8.25387], [-1.93896, -2.22347, 8.72603], [-1.06410, -0.81274, 9.14450], [1.17439, -1.09264, 10.75585], [-0.25279, -0.08133, 11.15879], [0.30275, -1.26199, 12.25649], [-2.72149, -1.44645, 11.32677], [-2.54396, -3.11078, 10.71928], [-1.86497, -2.72163, 12.26186], [3.01201, -4.16607, 9.29606], [2.67678, -3.64570, 10.89845], [2.34394, -2.51100, 9.63339], [-0.61624, -4.51968, 12.18332]], "forces_ev_per_a": [[-0.501, -0.074, 1.359], [0.059, 0.817, -0.668], [0.229, 0.298, 0.285], [0.103, -0.248, 0.299], [0.152, -0.522, -0.834], [-0.045, -0.261, -0.432], [2.400, 1.581, 0.388], [-1.164, -1.350, -1.927], [1.005, -0.145, -0.637], [-0.852, 1.687, 0.870], [-1.072, -1.180, 0.021], [0.195, -0.685, 0.618], [-0.341, -0.425, 0.235], [0.321, 0.486, -0.184], [-0.584, 0.387, 0.047], [-0.629, -0.190, 0.031], [-0.104, -0.020, -0.476], [-0.058, -0.086, 0.916], [0.139, 0.212, 0.592], [0.460, -0.049, -1.053], [0.738, -0.403, 0.302], [-0.256, 0.370, 0.278], [-0.178, -0.187, -0.001], [0.288, 1.448, -0.428], [1.419, -0.273, -1.880], [0.297, 0.191, 1.054], [-0.489, -0.009, 0.470], [-0.198, 0.382, -0.938], [-0.921, -1.067, 0.191], [0.083, 0.397, 0.222], [-0.216, -0.240, 0.976], [-0.339, -0.667, -0.854], [-0.990, -0.481, -0.408], [0.046, -0.942, -0.222], [0.169, 0.005, 0.375], [0.455, -0.343, -0.226], [-0.066, 0.029, 0.525], [0.274, -0.015, 0.357], [-0.442, 0.682, 0.700], [0.622, 0.892, 0.088], [1.434, 0.563, -0.433], [0.112, -0.425, -0.274], [-0.426, 2.662, 1.298], [1.092, 0.405, -2.383], [0.574, 0.022, 0.656], [-0.216, -0.507, 0.136], [-0.274, 0.509, 0.167], [0.100, -0.404, 0.132], [0.173, -0.501, -0.121], [-0.563, 0.548, -0.541], [-0.090, -0.941, -0.030], [0.905, 0.487, -0.177], [0.112, -0.202, 0.917], [-1.879, -0.356, -0.031], [-0.161, -0.460, 0.754], [-0.900, -0.686, 0.312], [0.000, -0.696, -0.398], [1.118, 0.023, -0.673], [1.084, -0.537, 2.135], [-2.271, -1.524, -1.141], [1.715, 2.239, 2.176], [0.600, 0.030, -0.551], [0.633, 0.357, -0.745], [-0.357, 0.043, 0.272], [-0.061, -0.178, 0.351], [0.094, -0.008, 0.129], [0.178, 0.304, -0.034], [0.043, 0.117, -0.354], [-0.378, -0.632, -0.623], [-0.529, 0.157, -0.918], [-0.486, -0.206, 0.308], [-0.770, -0.070, 0.608], [-0.527, -0.099, -0.277], [-0.087, -0.029, -0.674], [-0.019, 0.673, -0.746], [-0.709, -1.453, 1.473], [-1.280, -0.738, -1.461], [-0.686, 1.664, -0.902], [1.811, -1.020, -0.335], [1.543, 0.327, 0.261], [0.546, -0.687, 4.445], [-0.382, 0.581, -3.235], [-2.062, -0.690, 0.329], [0.446, -1.046, -0.117], [-1.351, 0.414, -0.706], [-0.093, -0.260, -0.146], [-0.046, 0.070, 0.224], [0.495, 0.139, 0.209], [0.340, 0.198, -0.192], [-0.239, 0.023, 0.166], [-0.303, -0.215, 0.165], [-0.259, 0.037, 0.079], [-0.281, 0.017, 0.645], [0.119, 0.299, 0.395], [1.523, 0.142, 0.236], [-0.596, 0.087, -0.845], [0.128, 0.545, -0.067], [0.766, 0.092, -0.116], [-0.020, -0.069, 0.067], [-0.098, -0.124, -0.238], [0.197, -0.090, 1.176], [0.160, 0.400, 0.436], [0.490, 0.546, -0.459], [-0.153, 0.129, -0.734], [-0.253, -0.282, 0.837], [1.030, 1.148, 1.354], [0.463, 1.398, -0.109], [-0.762, -0.648, -1.767], [1.365, -0.267, 0.313], [-0.331, -0.170, 2.137], [-0.346, 0.702, 0.514], [-0.232, 0.290, -1.126], [-0.351, -0.318, -1.332], [-0.833, -0.504, 0.259], [-0.396, -0.222, -2.352], [-0.392, -0.476, -0.387], [0.257, 1.019, -0.452], [-0.441, -0.368, 0.310], [0.468, -0.599, 0.331], [-0.182, 0.047, 0.643], [0.340, -0.473, 0.428], [-0.287, 0.020, -0.124], [0.349, 0.106, 0.057], [-0.386, 0.040, -0.048], [0.047, -0.322, 0.577], [-0.071, -0.302, 0.113], [0.328, 0.440, -0.015], [0.608, 0.182, -0.268], [-0.172, -0.041, -0.249], [-0.128, -0.340, -0.031], [0.342, 0.017, -0.025], [0.011, -0.643, 0.544], [-0.319, 0.694, 0.525], [0.282, -0.125, -0.650], [2.400, -0.337, 0.302], [-1.065, 0.908, 0.837], [-1.092, 0.526, -2.943], [1.223, -1.423, 1.615], [0.150, 0.205, 0.214], [1.329, 0.354, 0.211], [1.599, -1.368, -1.702], [-1.095, 0.572, -0.198], [-0.496, -0.592, 0.739], [0.617, 0.770, 1.859], [-2.109, -1.324, 0.011], [-1.373, 0.214, -1.114], [0.562, 0.076, 0.411], [0.269, -0.920, -0.055], [-0.105, 0.561, 1.151], [0.522, -0.492, 0.320], [-0.100, 1.242, 0.184], [-0.192, -0.226, -0.472], [0.206, 0.118, -0.110], [-0.776, 0.049, -0.189], [-0.003, -0.161, -0.081], [0.130, 0.072, -0.539], [0.095, 0.185, 0.177], [-1.067, 0.168, -0.326], [0.093, 0.393, -0.153], [-0.397, -0.303, -0.005], [0.315, 0.287, -0.113], [-0.254, -0.129, 0.068], [0.439, 0.466, 0.091], [0.178, 0.109, -0.190], [0.960, -0.511, -0.130], [0.853, 1.471, 1.069], [-1.093, 1.231, 0.545], [1.525, -2.351, -1.094], [-1.442, 1.060, 2.806], [0.277, 0.179, -0.767], [-1.731, 1.276, -1.246], [0.306, 0.233, -0.733], [0.278, -0.855, 0.551], [0.570, -1.422, -0.054], [0.002, -1.161, 0.644], [-0.034, 0.222, -0.383], [-0.339, 0.553, -0.342], [0.166, 0.390, 0.152], [0.176, -0.290, 0.322], [-0.253, 0.181, -0.358], [0.228, 0.065, -0.163], [0.246, -0.230, -0.092], [0.016, -0.539, 0.164], [-0.092, 0.257, -0.501], [-0.038, 0.253, -0.087], [-0.248, -0.104, -0.538], [0.117, -0.271, 0.091], [0.497, 0.237, -0.164], [-0.489, 0.052, 0.075], [-0.295, 0.394, 0.271], [0.143, 0.291, -0.351], [-0.287, -0.115, 0.244], [-0.081, -0.239, -0.372], [0.066, -0.248, 0.430]], "smiles": "CC1(C)CCCC(C)(C)N1O.CC1(C)CCCC(C)(C)N1O.CC1(C)CCCC(C)(C)N1O.CC1(C)CCCC(C)(C)N1O.COC[C@H](C)N.COC[C@H](C)N.COC[C@H](C)N.COC[C@H](C)N.CO", "spin_multiplicity": 1, "max_force_ev_per_a": 4.5, "lumo_energy_ev": 0.074, "orbital_gap_ev": 8.17, "e_homo_ev": -8.09, "de_lowest_kcal_mol": 194.0}